Entry 1:
{"formula": "C36H80N4O18", "method": "the ωB97M-V functional and the def2-TZVPD basis", "symbols": ["C", "C", "C", "O", "C", "C", "C", "O", "O", "O", "H", "H", "C", "O", "C", "C", "N", "C", "C", "O", "C", "H", "H", "H", "H", "H", "H", "H", "H", "H", "H", "H", "H", "H", "H", "H", "C", "O", "C", "C", "N", "C", "C", "O", "C", "H", "H", "H", "H", "H", "H", "H", "H", "H", "H", "H", "H", "H", "H", "H", "C", "O", "C", "C", "N", "C", "C", "O", "C", "H", "H", "H", "H", "H", "H", "H", "H", "H", "H", "H", "H", "H", "H", "H", "C", "O", "C", "C", "N", "C", "C", "O", "C", "H", "H", "H", "H", "H", "H", "H", "H", "H", "H", "H", "H", "H", "H", "H", "C", "C", "O", "O", "H", "H", "H", "H", "H", "H", "C", "C", "O", "O", "H", "H", "H", "H", "H", "H", "C", "C", "O", "O", "H", "H", "H", "H", "H", "H"], "coordinates": [[0.19523, 21.04076, 18.91865], [1.54798, 20.76348, 18.71774], [2.28901, 21.01527, 17.39713], [3.56371, 20.83516, 17.19621], [1.54381, 21.54111, 16.37386], [0.12851, 21.62356, 16.44439], [-0.61841, 21.38973, 17.77267], [-1.82069, 21.42587, 17.93246], [-0.52620, 22.11277, 15.46966], [2.13847, 20.44525, 19.76747], [-0.22970, 20.87624, 19.89781], [1.97782, 21.82034, 15.42515], [2.90335, 24.84119, 16.16968], [3.71703, 25.39611, 17.16646], [4.85797, 24.59115, 17.50993], [5.52790, 24.90291, 18.80473], [4.77374, 24.33134, 19.99707], [5.31747, 24.76083, 21.33035], [4.57419, 23.85467, 22.33622], [5.26591, 22.65936, 22.58952], [4.73235, 21.87260, 23.67682], [2.37825, 24.00900, 16.63854], [3.57243, 24.57494, 15.35142], [2.17341, 25.61015, 15.91674], [5.63222, 24.87107, 16.79558], [4.68059, 23.51752, 17.44702], [5.65030, 25.97951, 18.68621], [6.56376, 24.56391, 18.81861], [3.88143, 24.75389, 19.78416], [5.00417, 25.74961, 21.66539], [6.39319, 24.72889, 21.50329], [3.62894, 23.36910, 22.09367], [4.48118, 24.37990, 23.28680], [5.08904, 21.98150, 24.70104], [4.93356, 20.84515, 23.37357], [3.64525, 21.84030, 23.60411], [-1.88776, 17.55429, 13.10109], [-1.14618, 18.76452, 13.29682], [-0.18294, 19.03128, 12.27355], [0.44132, 20.43887, 12.38101], [-0.38681, 21.48821, 12.89359], [0.16326, 22.78235, 12.52180], [-0.01994, 23.32870, 11.12880], [1.17441, 24.01538, 10.70230], [2.42368, 23.34036, 10.63539], [-1.21971, 16.71595, 13.29854], [-2.27622, 17.51823, 12.08329], [-2.69249, 17.59608, 13.83509], [-0.66687, 18.98883, 11.29779], [0.59303, 18.26869, 12.20710], [0.82819, 20.75975, 11.41381], [1.37568, 20.31194, 12.92777], [-0.19561, 21.46962, 13.88515], [1.21335, 22.89567, 12.79120], [-0.32383, 23.47072, 13.21245], [-0.92651, 23.91068, 11.29473], [-0.20923, 22.73289, 10.23589], [2.99458, 23.38410, 11.56289], [2.94536, 23.65056, 9.73001], [2.14088, 22.29710, 10.49491], [0.07354, 23.58317, 24.11353], [0.70701, 22.33054, 24.26500], [0.80936, 21.54012, 23.10048], [1.11518, 20.06451, 23.59776], [1.42902, 19.28338, 22.35637], [2.06130, 17.96065, 22.60972], [3.50947, 18.30213, 22.92576], [4.49172, 17.39452, 22.61148], [4.18806, 16.04533, 22.92824], [0.70476, 24.36113, 23.68405], [-0.17599, 23.85634, 25.13882], [-0.92437, 23.49023, 23.68501], [1.71469, 21.91105, 22.61996], [-0.12106, 21.54862, 22.53274], [0.27512, 19.60839, 24.12156], [1.98683, 20.00779, 24.24977], [2.03257, 19.82364, 21.75309], [1.85427, 17.51216, 21.63808], [1.41053, 17.50582, 23.35654], [3.64419, 18.60901, 23.96295], [3.90417, 19.18867, 22.42942], [3.82371, 15.84937, 23.93667], [5.09007, 15.45498, 22.76709], [3.45651, 15.69417, 22.20049], [-4.90133, 20.90450, 17.86153], [-5.76087, 21.53853, 16.89381], [-6.23031, 22.86396, 16.92401], [-7.25215, 22.97796, 15.80654], [-6.79835, 22.58894, 14.48914], [-5.79331, 23.58543, 13.88185], [-6.43556, 24.94462, 13.53382], [-7.25102, 24.77996, 12.37907], [-8.41907, 25.61908, 12.20754], [-4.22047, 20.11449, 17.54464], [-5.51703, 20.62900, 18.71775], [-4.24380, 21.59396, 18.39105], [-5.37812, 23.54194, 16.97120], [-6.71999, 23.08791, 17.87172], [-7.61529, 24.00479, 15.84939], [-7.98310, 22.28911, 16.22998], [-7.58932, 22.71120, 13.87309], [-5.49104, 23.12185, 12.94279], [-4.83165, 23.65512, 14.39024], [-5.76083, 25.77500, 13.32570], [-7.00429, 25.37634, 14.35738], [-9.04698, 25.44938, 11.33288], [-8.10241, 26.64975, 12.04769], [-9.16631, 25.57073, 12.99963], [-1.50099, 25.06174, 16.07784], [-1.35796, 26.53250, 16.22083], [-2.23812, 27.33207, 15.35151], [-0.53489, 24.65078, 15.24616], [-2.56528, 24.88799, 15.91910], [-1.31223, 24.63819, 17.06428], [-0.34091, 26.87952, 16.03836], [-1.60448, 26.73842, 17.26243], [-2.27408, 26.91538, 14.48741], [-0.41978, 23.71635, 15.43375], [-2.76693, 20.62043, 21.60288], [-2.22337, 19.17532, 22.21224], [-1.24321, 18.50651, 21.49148], [-3.14988, 20.31803, 20.28675], [-1.96437, 21.35780, 21.58585], [-3.60423, 20.85061, 22.26170], [-3.04545, 18.47447, 22.06703], [-1.95866, 19.21484, 23.26887], [-0.38831, 18.94106, 21.53513], [-2.57610, 20.90121, 19.78448], [5.61963, 21.28246, 14.02215], [6.52656, 22.18251, 14.99069], [6.39033, 21.97748, 16.36303], [4.23845, 21.45424, 14.16050], [5.78615, 20.22299, 14.21679], [5.97598, 21.31412, 12.99253], [6.35167, 23.24149, 14.80072], [7.60498, 22.23240, 14.84028], [5.48490, 21.69284, 16.50716], [3.84989, 21.24097, 15.01205]], "charge": -2, "orbital_gap_ev": 5.28, "homo_ev": -1.68}

Entry 2:
{"formula": "CH4NO3P", "method": "the ωB97M-V functional and the def2-TZVPD basis", "symbols": ["C", "N", "O", "O", "O", "P", "H", "H", "H", "H"], "coordinates": [[1.16758, 0.17287, -0.34006], [1.74869, -0.44974, 0.46862], [-1.44315, -0.23046, 0.73808], [-1.50278, -1.73342, -1.23990], [0.65391, 0.80412, -1.17421], [-2.18387, -0.34518, -0.50822], [0.41076, 2.15298, 1.19704], [1.85886, -1.32168, 0.87979], [-0.58798, -1.87364, -1.10265], [-0.12201, 2.82415, 1.08151]], "orbital_gap_ev": 10.60, "homo_ev": -11.00}